No. 1
Here is C4H6N2S in the gas phase at a distorted geometry from OMol25. Energies are from wB97M-V/def2-TZVPD.

Structure (XYZ):
```
13
C4H6N2S, DFT wB97M-V/def2-TZVPD
C 0.1096 0.8758 -0.1532
C 1.4681 -0.9819 1.0654
C 0.2452 -1.5395 0.5522
C -0.5112 -0.5049 0.0023
H -1.4891 0.5402 -1.5296
H -1.5903 2.3363 -2.2191
H 2.3439 -1.6140 0.7953
H 1.2437 -0.8262 2.3338
H -0.1409 -2.4232 0.7842
H -1.7771 -0.3950 0.0552
N -1.4667 1.7723 -1.3812
N -0.3340 2.0150 -0.6590
S 1.8989 0.7453 0.3538
```

Its energy relative to the best compared isomer or geometry (same formula, charge and spin) is 116.53 kcal per mole. The spin multiplicity is 1. The calculation puts the highest occupied orbital energy at -7.684 eV.

***

No. 2
Here is C4H6N2S in the gas phase at a distorted geometry from OMol25. Energies are from wB97M-V/def2-TZVPD.

Structure (XYZ):
```
13
C4H6N2S, DFT wB97M-V/def2-TZVPD
C 0.5768 1.5051 1.2410
C 1.1591 -0.4591 -0.1799
C -0.6995 -0.9491 -1.0530
C -0.9911 0.1323 -0.2839
H 0.0415 1.2821 2.1964
H 0.2732 2.4811 0.8800
H 1.6659 1.4933 1.4104
H 2.1874 -0.4195 0.2221
H -1.4115 -3.0300 -1.5635
H -1.8780 0.6333 -0.0462
N 0.2771 0.5113 0.2001
N 0.6298 -1.3421 -0.9910
S -1.8307 -1.8387 -2.0327
```

Its energy relative to the best compared isomer or geometry (same formula, charge and spin) is 14.73 kcal per mole. The spin multiplicity is 1. The calculation puts the highest occupied orbital energy at -8.355 eV.

***

No. 3
Here is 2 unconnected molecules or ions with the total composition C4H6N2S at a distorted geometry from OMol25. Energies are from wB97M-V/def2-TZVPD.

Structure (XYZ):
```
13
C4H6N2S, DFT wB97M-V/def2-TZVPD
C 0.3637 0.2199 -1.7235
C 0.2645 -1.0322 -1.2942
C -0.0262 0.2430 0.4290
C -0.4190 0.6703 1.8275
N 0.1769 1.0587 -0.5582
N 0.0440 -1.0067 0.0484
S 0.8603 -3.2829 -2.3109
H 0.3754 0.6764 -2.7790
H -1.4523 0.2430 1.9474
H 0.2514 0.2505 2.4506
H -0.4338 1.6979 1.7097
H -0.0011 2.1358 -0.4141
H -0.0038 -1.8737 0.6674
```

Its energy relative to the best compared isomer or geometry (same formula, charge and spin) is 103.52 kcal per mole. The spin multiplicity is 1. The calculation puts the highest occupied orbital energy at -7.057 eV.

***

No. 4
Here is C4H6N2S2 in the gas phase at a distorted geometry from OMol25. Energies are from wB97M-V/def2-TZVPD.

Structure (XYZ):
```
14
C4H6N2S2, DFT wB97M-V/def2-TZVPD
C 1.1220 0.0085 0.4339
C 0.5597 1.4286 0.1843
C -0.7609 1.3404 -0.0771
C -0.1637 -0.7920 0.3233
H 3.3838 0.0708 -0.2592
H 1.5258 -0.0854 1.4467
H 1.1796 2.3137 0.3430
H -1.4815 2.0719 -0.2560
H -2.5782 -0.7205 -1.7335
H -1.0381 -2.4533 0.2302
N -1.1654 0.0188 -0.1346
N -0.1690 -2.0301 0.6015
S 2.3716 -0.6719 -0.7047
S -2.7858 -0.4996 -0.3977
```

Its energy relative to the best compared isomer or geometry (same formula, charge and spin) is 39.29 kcal per mole. The spin multiplicity is 1. The calculation puts the highest occupied orbital energy at -8.504 eV.

***

No. 5
Here is C4H6N2S2 in the gas phase at a distorted geometry from OMol25. Energies are from wB97M-V/def2-TZVPD.

Structure (XYZ):
```
14
C4H6N2S2, DFT wB97M-V/def2-TZVPD
C 1.6244 0.1514 0.1935
C -1.8845 -0.4425 -0.0049
C 2.9337 0.1576 0.3030
C -3.1204 -0.2546 0.2985
N 0.7565 1.0526 -0.4327
N -0.8311 -1.2175 -0.2493
S 0.6854 -1.2469 0.7940
S -0.6212 1.7651 0.2080
H 3.4126 -0.8064 0.4890
H 3.6523 0.8670 -0.1002
H -3.5827 0.6675 0.4506
H -3.8361 -1.1735 0.2471
H 1.2641 1.6294 -0.9813
H -0.4530 -1.1492 -1.2152
```

Its energy relative to the best compared isomer or geometry (same formula, charge and spin) is 114.93 kcal per mole. The spin multiplicity is 1. The calculation puts the highest occupied orbital energy (spin up / spin down) at -7.416 / -7.417 eV.

***

No. 6
Here is C4H6N2S2 in the gas phase at a distorted geometry from OMol25. Energies are from wB97M-V/def2-TZVPD.

Structure (XYZ):
```
14
C4H6N2S2, DFT wB97M-V/def2-TZVPD
C 0.2598 1.1140 -0.0776
C 0.5845 -1.2381 -0.7066
C -0.3925 -0.2526 -0.0848
C -1.2122 -0.6327 1.0942
H -1.2659 2.1796 -0.3452
H 2.1959 1.6166 -0.3827
H 0.3942 -2.2675 -0.4307
H 0.5493 -1.1553 -1.7973
H -1.3811 0.1490 1.8607
H -1.1223 -1.6476 1.4316
N -0.2654 2.2658 -0.2082
N 1.6358 0.9486 0.0714
S 2.1676 -0.6862 -0.0012
S -2.1479 -0.3936 -0.4235
```

Its energy relative to the best compared isomer or geometry (same formula, charge and spin) is 27.12 kcal per mole. The spin multiplicity is 1. The calculation puts the highest occupied orbital energy at -8.496 eV.